A 2-piece molecular cluster, C3H4N2OS overall in a non-equilibrium geometry. Source: OMol25; level of theory: ωB97M-V with the def2-TZVPD basis set.

Element x y z (Å)
C: 0.66920 -1.48009 0.04543
C: -0.57665 -0.78805 -0.21577
C: 1.18322 0.61435 0.05182
N: 1.65895 -0.69939 0.20211
N: -0.17727 0.44581 -0.23737
O: -2.79067 1.26059 0.11536
S: -3.28743 -0.14302 0.26472
H: 0.80062 -2.62404 -0.08489
H: 1.34022 1.01498 1.06096
H: 1.92050 1.15014 -0.76241
H: -0.74070 1.24872 -0.43995

Values from the calculation:
net charge	0
HOMO-LUMO gap (spin up / spin down)	7.2877 / 7.2587	eV
calculated total energy	-699.48774	Ha
E_LUMO (spin up / spin down)	-0.0340 / -0.0314	Ha
HOMO (spin up / spin down)	-8.21 / -8.11	eV
energy relative to the best compared isomer or geometry (same formula, charge and spin)	115.7	kcal/mol


A 12-piece molecular cluster, C52H68N4O24 overall in a non-equilibrium geometry. Source: OMol25; level of theory: ωB97M-V with the def2-TZVPD basis set.

Element x y z (Å)
C: -5.37874 2.47416 2.07594
C: -4.58868 1.29129 1.40864
C: -5.25307 -0.08535 1.65629
O: -4.99983 -0.84846 0.46737
C: -4.73593 0.07305 -0.49781
O: -4.85334 -0.14516 -1.67863
O: -4.52919 1.34410 -0.00119
H: -4.75563 3.34406 2.20674
H: -5.60693 2.14033 3.03576
H: -6.30300 2.73202 1.64497
H: -3.57310 1.20216 1.76764
H: -6.28908 0.10601 1.85159
H: -4.89419 -0.60457 2.58842
C: 2.06254 -0.50738 -2.21638
C: 3.36268 -1.18120 -2.27481
C: 3.25845 -2.68470 -1.85032
O: 3.38493 -3.38608 -3.15630
C: 3.91245 -2.49132 -4.02809
O: 4.25257 -2.85981 -5.14858
O: 3.95686 -1.23342 -3.56217
H: 1.86505 0.35906 -2.84786
H: 1.83613 -0.41282 -1.14353
H: 1.27208 -1.23119 -2.52325
H: 4.10104 -0.64225 -1.69106
H: 2.27355 -3.01223 -1.40036
H: 4.07583 -3.08620 -1.25828
C: -3.56463 -3.31225 -3.53633
C: -2.85709 -2.43390 -2.49814
C: -2.99204 -3.02963 -1.14752
O: -1.69388 -3.57741 -0.89659
C: -0.83390 -3.07725 -1.72279
O: 0.33925 -3.29436 -1.53010
O: -1.42586 -2.44705 -2.72799
H: -4.64704 -3.16229 -3.48983
H: -3.33751 -4.39239 -3.56789
H: -3.30649 -2.84091 -4.52212
H: -3.07450 -1.36593 -2.51197
H: -3.58690 -3.93646 -1.15574
H: -3.29713 -2.42270 -0.31017
C: -0.53402 -1.51572 -6.19931
C: 0.91649 -1.56421 -5.94891
C: 1.85527 -1.55375 -7.21229
O: 2.56260 -0.33555 -7.06152
C: 2.12097 0.41232 -6.05829
O: 2.39580 1.52108 -5.79565
O: 1.28400 -0.31639 -5.31426
H: -1.01847 -1.72965 -5.24841
H: -0.78411 -2.36689 -6.83559
H: -0.99356 -0.57769 -6.57862
H: 1.06473 -2.36996 -5.21102
H: 1.42808 -1.55021 -8.18284
H: 2.58151 -2.28217 -7.04438
C: -1.77103 0.40481 4.76961
C: -2.87620 0.99943 5.72501
C: -3.71531 2.21200 5.20911
O: -5.05551 1.72055 5.18276
C: -5.09326 0.39208 5.66416
O: -6.05977 -0.24583 5.79251
O: -3.85437 -0.03031 5.89695
H: -1.25406 -0.44155 5.24700
H: -0.99354 1.19386 4.64470
H: -2.30764 0.16313 3.84750
H: -2.39747 1.17425 6.66098
H: -3.44021 2.41484 4.16781
H: -3.60481 3.08213 5.81725
C: 3.54715 0.36271 3.37562
C: 4.77360 0.08180 2.50118
C: 5.85674 -0.65166 3.32290
O: 6.52940 -1.42435 2.33852
C: 5.66546 -1.61378 1.29291
O: 5.88533 -2.31919 0.35930
O: 4.59635 -0.79994 1.37823
H: 2.92856 1.09819 2.84163
H: 3.80976 0.82484 4.37670
H: 2.83122 -0.35956 3.70575
H: 5.17801 0.97746 2.03580
H: 5.41715 -1.32578 4.08019
H: 6.57912 0.06147 3.72023
C: 3.29208 4.14559 -4.02914
C: 3.76563 3.03992 -3.16851
C: 5.24412 2.87105 -3.06365
O: 5.46242 2.47400 -1.77111
C: 4.34618 2.66830 -1.06085
O: 4.26311 2.46024 0.15056
O: 3.36459 3.16913 -1.74543
H: 3.59160 5.12334 -3.72628
H: 2.22732 4.14181 -3.89807
H: 3.58283 3.91968 -5.11865
H: 3.31315 2.09195 -3.44888
H: 5.65777 3.86659 -3.20569
H: 5.70315 2.18952 -3.78588
C: 2.44945 4.59345 3.74650
C: 1.14408 4.82042 2.97634
C: 1.29279 4.51597 1.49198
O: -0.07179 3.99016 1.16537
C: -0.67478 3.64989 2.35239
O: -1.77121 3.22729 2.49606
O: 0.16394 3.83750 3.41093
H: 2.77196 3.61522 3.63703
H: 2.08631 4.56110 4.81784
H: 3.12504 5.34639 3.49402
H: 0.67915 5.83438 3.10338
H: 2.04957 3.71662 1.27938
H: 1.43608 5.36098 0.83176
C: 3.57206 -4.17278 2.23911
C: 2.30543 -3.99411 1.72018
C: 1.27613 -3.48164 2.48454
N: 1.46107 -3.21299 3.79131
C: 2.67021 -3.38383 4.31582
C: 3.76510 -3.84081 3.57133
H: 4.44702 -4.47774 1.69015
H: 2.12318 -4.33329 0.70289
H: 0.27314 -3.39388 2.16148
H: 2.79866 -3.24098 5.35310
H: 4.73518 -3.99506 4.06628
C: -4.54786 -3.15429 4.40164
C: -3.25665 -3.39093 3.86283
C: -3.15037 -3.79363 2.53462
N: -4.20603 -3.97459 1.74119
C: -5.38909 -3.51677 2.24724
C: -5.66632 -3.17145 3.58366
H: -4.69713 -2.86178 5.43483
H: -2.34986 -3.42320 4.46109
H: -2.16287 -4.00384 2.22103
H: -6.22490 -3.54834 1.58316
H: -6.65573 -3.03568 3.98617
C: -2.86397 2.44300 -3.84688
C: -2.44649 3.49522 -3.02238
C: -1.14739 3.89183 -2.95877
N: -0.16084 3.30226 -3.70316
C: -0.54915 2.28347 -4.45597
C: -1.86138 1.84006 -4.60616
H: -3.83076 2.07678 -3.69369
H: -3.23545 4.02414 -2.44400
H: -0.83070 4.80462 -2.40671
H: 0.11265 1.79438 -5.09697
H: -2.05705 1.02487 -5.25719
C: 0.59242 0.94584 0.50455
C: -0.06777 0.05473 1.31419
C: -1.20330 -0.57377 0.80892
N: -1.73867 -0.45138 -0.42757
C: -1.06907 0.42459 -1.20642
C: 0.03924 1.17901 -0.78216
H: 1.46419 1.49728 0.88938
H: 0.24123 -0.18270 2.31377
H: -1.70131 -1.30719 1.48218
H: -1.54518 0.56931 -2.16310
H: 0.61419 1.95038 -1.39763

Values from the calculation:
net charge	0
HOMO-LUMO gap	9.7439	eV
calculated total energy	-4047.10151	Ha
E_LUMO	0.0108	Ha
HOMO	-9.45	eV
energy relative to the best compared isomer or geometry (same formula, charge and spin)	16.0	kcal/mol


C8H16O4V as an isolated structure in a non-equilibrium geometry. Source: OMol25; level of theory: ωB97M-V with the def2-TZVPD basis set.

Element x y z (Å)
V: -0.03028 0.57704 0.39672
C: 2.41197 -0.72383 0.87015
C: 2.63922 0.43631 -0.10395
O: 1.43815 0.50129 -0.93469
C: 1.09691 1.57240 -1.86939
C: -0.35233 1.31311 -2.29267
O: -1.17260 1.19902 -1.08113
C: -2.39554 0.38861 -1.10114
C: -2.65488 -0.12543 0.31831
O: -1.42284 -0.79458 0.73302
C: -1.11221 -1.26260 2.08303
C: 0.36990 -1.64815 2.06166
O: 1.13609 -0.50194 1.56000
H: 3.22048 -0.78041 1.59772
H: 2.34401 -1.66585 0.32436
H: 3.51389 0.20543 -0.71305
H: 2.78884 1.39288 0.40340
H: 1.72744 1.52041 -2.75769
H: 1.22955 2.54227 -1.38302
H: -0.42201 0.37203 -2.83986
H: -0.72363 2.12616 -2.91502
H: -2.23710 -0.44906 -1.78168
H: -3.23238 0.99107 -1.45185
H: -3.48165 -0.83556 0.27905
H: -2.89407 0.67573 1.02244
H: -1.69418 -2.15323 2.32265
H: -1.33511 -0.47429 2.80668
H: 0.53086 -2.48746 1.38375
H: 0.71362 -1.91401 3.06038

Values from the calculation:
net charge	+2
<S²>	0.751
HOMO-LUMO gap (spin up / spin down)	8.8701 / 7.6346	eV
calculated total energy	-1558.69390	Ha
spin multiplicity	2
E_LUMO (spin up / spin down)	-0.2490 / -0.2755	Ha
HOMO (spin up / spin down)	-15.64 / -15.13	eV
energy relative to the best compared isomer or geometry (same formula, charge and spin)	3.6	kcal/mol


One molecule with the formula C18H22N4O2S in a non-equilibrium geometry. Source: OMol25; level of theory: ωB97M-V with the def2-TZVPD basis set.

Element x y z (Å)
C: 0.40679 -3.53314 0.96720
C: -0.97512 -3.10459 0.50437
C: -0.89438 -2.70242 -0.98337
C: -1.09800 -3.76497 -1.98327
S: -1.47086 -5.46960 -1.75733
N: -1.42453 -5.72410 -3.43847
C: -1.26161 -4.54741 -4.13026
O: -1.70225 -4.55563 -5.27003
C: -1.00809 -3.43502 -3.29516
C: -0.69021 -2.08019 -3.68704
O: -0.57745 -1.79466 -4.87821
N: -0.59401 -1.09913 -2.76099
C: -0.73930 0.27589 -3.10753
C: -0.65943 1.28501 -2.14850
C: -0.40892 0.99912 -0.75051
N: -0.19059 2.02671 0.14394
C: -0.16174 3.45582 -0.20680
C: 0.74891 4.01635 0.86035
C: 0.37854 3.20945 2.08230
N: 1.34690 3.27293 3.15695
C: 0.91233 2.58897 4.38069
C: 2.76423 3.02941 2.77030
C: 0.08244 1.81381 1.56488
C: -0.34236 -0.32570 -0.40035
C: -0.62409 -1.40601 -1.40267
H: 1.11045 -2.72130 0.79328
H: 0.76286 -4.37547 0.33740
H: 0.34863 -3.82942 2.03978
H: -1.30618 -2.27334 1.13309
H: -1.65124 -3.93289 0.63525
H: -2.07671 -6.40335 -3.85601
H: -0.99377 0.58542 -4.11555
H: -0.68725 2.29672 -2.47944
H: -1.19544 3.80034 -0.13423
H: 0.24377 3.65388 -1.22465
H: 1.82312 3.89692 0.62061
H: 0.56181 5.08449 1.08020
H: -0.54170 3.67262 2.45814
H: 1.56852 2.87119 5.22774
H: 0.92601 1.50530 4.31301
H: -0.11977 2.85294 4.64125
H: 2.78986 2.18587 2.04571
H: 3.40427 2.86164 3.64633
H: 3.21113 3.89335 2.28705
H: -0.78748 1.39921 2.02418
H: 0.90782 1.14419 1.69158
H: -0.11589 -0.59923 0.60476

Values from the calculation:
net charge	0
HOMO-LUMO gap	7.6388	eV
calculated total energy	-1466.75435	Ha
E_LUMO	0.0087	Ha
HOMO	-7.40	eV
energy relative to the best compared isomer or geometry (same formula, charge and spin)	85.1	kcal/mol